# 1
ORCA calculation (the ωB97M-V functional and the def2-TZVPD basis) on an isolated molecule of C4H7N3S in a non-equilibrium geometry.

SMILES   S=CNC1=NNCC1
Frontier orbital gap   8.79 eV
HOMO energy   -8.5 eV
M   129.19 g/mol
E   -19564.49401 eV
Energy relative to the best compared isomer or geometry (same formula, charge and spin)   3.284 eV

Last column: Löwdin charge in e.
CARTESIAN COORDINATES (ANGSTROEM)
1 C -2.674 -0.405 -0.148  -0.77
2 C -0.257 0.115 -0.106  -0.40
3 C 1.990 0.021 0.276  -0.22
4 C 0.879 0.978 -0.010  -0.16
5 H -2.222 -1.514 -0.095  0.10
6 H -1.911 1.526 -0.068  0.17
7 H 1.727 -2.031 0.427  0.14
8 H 2.753 0.271 -0.621  0.15
9 H 2.479 -0.013 1.312  0.13
10 H 0.690 1.865 0.629  0.14
11 H 0.972 1.300 -1.047  0.13
12 N -1.617 0.515 -0.309  0.01
13 N 0.008 -1.142 -0.071  0.06
14 N 1.439 -1.233 -0.262  -0.08
15 S -4.258 -0.254 0.093  0.61

---

# 2
ORCA calculation (the ωB97M-V functional and the def2-TZVPD basis) on a cluster of 5 separate species, C10H33N6O5 in total in a non-equilibrium geometry.

Net charge   +1
Frontier orbital gap   10.00 eV
HOMO energy   -11.9 eV
M   317.41 g/mol
E   -30079.93947 eV
Energy relative to the best compared isomer or geometry (same formula, charge and spin)   0.000 eV

Last column: Löwdin charge in e.
CARTESIAN COORDINATES (ANGSTROEM)
1 O 0.480 0.332 -0.908  0.13
2 H 0.218 -0.264 -1.666  0.08
3 H -0.323 0.668 -0.429  0.08
4 H 1.211 -0.077 -0.293  0.08
5 C 0.311 4.146 -0.155  -0.63
6 O -0.066 2.973 -0.104  0.00
7 N 0.165 5.008 0.896  0.17
8 N 0.902 4.650 -1.281  0.16
9 H -0.073 4.607 1.782  0.10
10 H 0.433 5.968 0.798  0.10
11 H 0.921 4.044 -2.078  0.10
12 H 1.358 5.541 -1.308  0.10
13 C -0.967 -0.611 -4.028  -0.59
14 O -0.962 -0.656 -2.785  -0.01
15 N -2.088 -0.226 -4.703  0.18
16 N 0.122 -0.932 -4.783  0.18
17 H -2.825 0.071 -4.089  0.11
18 H -2.082 -0.049 -5.688  0.11
19 H 0.990 -1.246 -4.395  0.11
20 H 0.045 -0.909 -5.784  0.11
21 C 3.721 -2.539 1.333  -0.05
22 C 2.647 -1.973 0.422  -0.39
23 C 1.400 -2.823 0.427  -0.21
24 O 0.626 -2.446 -0.685  -0.20
25 C -0.590 -3.144 -0.758  -0.09
26 N 2.259 -0.587 0.821  0.06
27 H 3.896 -3.598 1.125  0.09
28 H 3.433 -2.482 2.387  0.09
29 H 4.674 -2.021 1.233  0.08
30 H 3.026 -1.936 -0.600  0.15
31 H 0.846 -2.662 1.364  0.13
32 H 1.680 -3.884 0.393  0.14
33 H -1.201 -2.677 -1.526  0.07
34 H -1.126 -3.137 0.198  0.09
35 H -0.431 -4.195 -1.031  0.10
36 H 2.094 -0.586 1.828  0.10
37 H 3.081 0.016 0.756  0.12
38 C -1.014 -0.346 3.982  -0.06
39 C -0.796 0.076 2.534  -0.44
40 C -2.095 0.143 1.762  -0.18
41 O -1.816 0.518 0.423  -0.25
42 C -2.963 0.934 -0.295  -0.07
43 N -0.053 1.361 2.522  0.06
44 H -1.525 0.429 4.557  0.08
45 H -0.033 -0.495 4.435  0.08
46 H -1.566 -1.282 4.070  0.08
47 H -0.125 -0.659 2.078  0.10
48 H -2.768 0.875 2.223  0.14
49 H -2.544 -0.860 1.773  0.14
50 H -3.488 1.716 0.264  0.10
51 H -3.653 0.104 -0.460  0.10
52 H -2.599 1.369 -1.222  0.09
53 H -0.626 1.996 3.083  0.07
54 H -0.143 1.755 1.580  0.02

---

# 3
ORCA calculation (the ωB97M-V functional and the def2-TZVPD basis) on a cluster of 2 separate species, C8H9NOS2 in total in a non-equilibrium geometry.

SMILES   SCSc1ccccc1.N=C=O
Frontier orbital gap   9.67 eV
HOMO energy   -9.3 eV
M   199.30 g/mol
E   -33648.40403 eV
Energy relative to the best compared isomer or geometry (same formula, charge and spin)   0.806 eV

Last column: Löwdin charge in e.
CARTESIAN COORDINATES (ANGSTROEM)
1 C 0.751 -2.707 -0.708  -0.10
2 C -0.498 -2.287 -0.334  -0.10
3 C 1.743 -1.751 -0.886  -0.06
4 C -0.773 -0.927 -0.220  -0.13
5 C 1.434 -0.343 -0.948  -0.08
6 C 0.094 0.045 -0.658  -0.52
7 C -3.971 2.769 0.546  -0.41
8 C -0.026 2.355 0.982  -0.68
9 N -3.513 2.015 -0.246  0.19
10 O -4.508 3.535 1.289  0.10
11 S 1.903 2.212 1.231  0.66
12 S -0.396 1.796 -0.737  0.84
13 H 0.941 -3.780 -0.445  0.12
14 H -1.447 -2.877 -0.117  0.13
15 H 2.631 -2.157 -1.282  0.09
16 H -1.747 -0.606 0.088  0.09
17 H 2.254 0.289 -1.120  0.07
18 H -0.069 3.413 1.132  0.02
19 H -2.704 1.574 -0.669  -0.01
20 H -0.619 1.646 1.489  0.01
21 H 2.002 3.354 1.772  -0.23

---

# 4
ORCA calculation (the ωB97M-V functional and the def2-TZVPD basis) on a cluster of 2 separate species, C4H13N3O in total.

Net charge   -1
Frontier orbital gap (spin up / spin down)   3.22 / 6.35 eV
Multiplicity   2
HOMO energy (spin up / spin down)   0.1 / -3.1 eV
M   119.17 g/mol
E   -10872.70725 eV
Energy relative to the best compared isomer or geometry (same formula, charge and spin)   2.799 eV

Last column: Löwdin charge in e.
CARTESIAN COORDINATES (ANGSTROEM)
1 C -1.560 0.546 -1.125  -0.26
2 C -1.903 0.975 -2.339  -0.44
3 N -2.971 0.527 -3.085  0.03
4 N -0.482 1.159 -0.377  0.01
5 H -2.157 -0.149 -0.556  0.10
6 H -1.299 1.730 -2.817  0.03
7 H -2.847 0.591 -4.082  0.06
8 H -3.415 -0.318 -2.774  0.08
9 H 0.320 0.335 -0.047  0.06
10 H -0.848 1.646 0.452  0.06
11 H 0.010 1.874 -0.948  0.01
12 C 2.384 -1.030 2.620  -0.61
13 O 2.241 -1.118 3.930  -0.33
14 C 1.061 -0.730 1.874  -0.26
15 N 1.253 -0.635 0.392  -0.02
16 H 3.082 -0.206 2.261  0.08
17 H 2.792 -1.956 2.102  0.08
18 H 0.330 -1.515 2.078  0.10
19 H 0.660 0.215 2.242  0.09
20 H 1.122 -1.550 -0.026  0.09
21 H 2.227 -0.390 0.227  0.08

---

> Which of these has the highest energy relative to the best compared isomer or geometry (same formula, charge and spin)?

C4H7N3S

---

> Look up the energy relative to the best compared isomer or geometry (same formula, charge and spin) of the fourth one.

2.799 eV

---

> M of number 2 (C10H33N6O5)?

317.41 g/mol